124
Properties=species:S:1:pos:R:3:forces:R:3:lowdin_spin:R:1 method="wB97M-V/def2-TZVPD" e_homo_ha="-0.0887 / -0.0961" total_charge=-1 e_tot_ev=-139652.804 fmax_ha_per_bohr=0.084 multiplicity=5
Cr -1.1546 0.0639 0.2394 -0.05 -0.32 -0.86 3.677
C -1.3142 3.2246 0.0672 -0.09 0.05 0.01 0.005
P -0.6634 2.1033 1.3804 -0.04 0.58 -0.01 0.025
C -1.3027 2.5858 3.0029 0.05 0.08 -0.05 0.000
C -1.8889 1.5931 3.7822 -0.08 0.00 -0.03 0.001
C -2.2899 1.8840 5.0791 -0.01 -0.02 0.00 0.000
C -2.1077 3.1578 5.5913 0.01 0.02 0.03 0.000
C -1.5268 4.1526 4.8132 -0.01 -0.01 0.01 0.000
C -1.1206 3.8663 3.5226 0.03 -0.01 0.02 -0.001
C 1.1076 2.4972 1.4951 0.00 0.24 -0.36 0.005
C 1.8323 1.8670 2.6466 -0.08 -0.17 0.25 -0.001
C 3.3625 1.8686 2.5981 0.18 -0.16 -0.19 0.000
C 3.9411 2.7832 1.5602 -0.09 0.04 -0.01 0.000
C 3.2126 3.3883 0.6268 0.03 -0.04 0.13 0.000
C 1.7657 3.2067 0.5722 -0.16 0.03 0.17 0.000
C -0.7355 2.6585 -1.2052 -0.24 0.05 -0.05 0.012
C -0.2930 3.2657 -2.3630 0.04 0.01 0.05 0.006
C 0.4591 2.2834 -3.0587 0.09 0.07 0.07 0.007
C 0.4269 1.1396 -2.2827 -0.03 -0.10 -0.15 0.007
C 1.2810 -0.0832 -2.3758 0.08 -0.07 -0.12 0.004
P 2.5573 -0.0776 -0.9888 0.01 0.03 0.02 0.005
C 2.5741 -1.8274 -0.4193 0.15 -0.27 -0.88 0.000
C 3.6175 -2.7313 -0.5900 -2.30 0.19 -2.06 0.000
C 3.5676 -3.9874 0.0037 -3.35 -1.77 -2.02 0.000
C 2.4826 -4.3601 0.7829 -0.44 -0.60 -2.27 0.001
C 1.4359 -3.4634 0.9724 -1.51 -0.91 -2.11 0.002
C 1.4937 -2.2134 0.3765 -1.39 -0.97 -2.48 0.012
C 4.1214 0.0088 -1.9451 -0.02 -0.04 0.01 0.001
C 5.1078 0.8694 -1.4750 0.04 0.00 0.02 0.000
C 6.3211 0.9941 -2.1395 0.01 -0.02 -0.04 0.000
C 6.5588 0.2596 -3.2893 0.03 0.02 0.00 0.000
C 5.5815 -0.6017 -3.7727 0.01 -0.01 -0.02 0.000
C 4.3751 -0.7238 -3.1052 -0.02 -0.03 0.00 0.000
N -0.3458 1.3501 -1.1829 0.16 0.07 0.20 0.011
H -1.0056 4.2638 0.2181 -0.04 -0.06 0.00 0.000
H -2.4084 3.1783 0.1273 0.08 0.02 -0.01 0.001
H -2.0174 0.5967 3.3695 0.02 -0.05 0.01 0.000
H -2.7282 1.1064 5.6885 -0.02 -0.03 0.03 0.000
H -2.4037 3.3769 6.6088 -0.02 0.01 0.03 0.000
H -1.3695 5.1407 5.2229 0.00 0.05 0.02 0.000
H -0.6329 4.6284 2.9264 0.02 0.02 -0.03 0.000
H 1.4913 2.3133 3.5839 0.07 0.17 -0.05 0.000
H 3.7131 0.8673 2.2907 -0.11 0.22 0.05 0.000
H 5.0194 2.8917 1.5624 0.06 0.01 0.02 0.000
H 3.6817 4.0019 -0.1313 0.02 0.03 -0.03 0.000
H 1.2359 3.6457 -0.2616 -0.02 0.00 -0.06 0.000
H -0.4410 4.2952 -2.6460 -0.01 0.06 -0.01 0.001
H 1.0033 2.4121 -3.9807 0.04 0.00 -0.06 0.000
H 1.8073 -0.0891 -3.3334 -0.07 -0.03 0.05 0.000
H 0.7229 -1.0189 -2.3115 -0.08 -0.07 0.06 0.002
H 4.4849 -2.4575 -1.1760 -0.08 -0.02 -0.07 0.000
H 4.3912 -4.6762 -0.1406 -0.72 -0.68 -0.66 0.000
H 2.4533 -5.3375 1.2486 -0.08 -0.08 -0.12 0.000
H 0.5848 -3.7073 1.5983 -0.04 0.01 0.10 0.001
H 0.6765 -1.5238 0.5922 0.03 -0.16 -0.12 0.012
H 4.9133 1.4542 -0.5851 -0.01 0.01 0.03 0.000
H 7.0752 1.6702 -1.7606 0.04 0.03 0.02 0.000
H 7.5005 0.3582 -3.8130 0.03 0.00 -0.01 0.000
H 5.7627 -1.1788 -4.6700 0.01 -0.02 -0.03 0.000
H 3.6252 -1.4080 -3.4841 -0.03 -0.01 -0.01 0.000
N -1.8291 -1.2817 -1.4407 0.18 0.34 0.01 0.001
N -3.1105 -1.8600 -1.1794 -0.23 0.10 -0.04 0.007
C -4.0623 -0.9865 -0.6911 0.05 -0.45 0.30 0.014
N -5.1933 -1.6056 -0.2723 0.26 0.35 -0.49 0.007
S -3.8095 0.6484 -0.5871 -0.15 0.14 -0.10 0.027
H -1.9279 -0.5775 -2.1782 -0.15 -0.24 0.01 0.002
H -1.2519 -2.0367 -1.8055 -0.05 0.11 0.12 0.003
H -2.9853 -2.6686 -0.5722 0.04 0.08 0.04 0.001
H -5.4380 -2.5026 -0.6595 0.08 -0.09 0.16 0.000
H -5.9468 -1.0118 0.0278 0.06 0.00 0.06 0.001
C -1.5695 -1.4210 1.4937 -0.13 -0.31 0.55 -0.022
C -1.7720 -2.3526 2.2807 -0.04 0.12 0.19 0.066
C -2.0147 -3.4153 3.1750 -0.02 -0.20 -0.33 0.020
C -0.9683 -3.7631 4.1158 0.16 -0.04 0.10 0.005
C -0.1339 -2.7741 4.6719 -0.06 -0.02 0.00 0.004
C 0.8817 -3.0803 5.5597 0.03 0.00 0.13 0.000
C 1.1483 -4.3996 5.9128 -0.06 0.00 -0.03 0.004
C 0.3578 -5.3984 5.3564 0.10 -0.08 0.05 0.001
C -0.6729 -5.0921 4.4877 -0.04 -0.03 -0.13 0.003
C -3.2034 -4.1971 2.9913 0.01 0.00 0.03 0.008
C -3.6935 -5.1261 3.9420 0.04 -0.05 0.05 0.005
C -4.8504 -5.8481 3.7336 -0.05 -0.01 -0.01 0.001
C -5.6115 -5.6885 2.5778 -0.03 -0.04 0.00 0.008
C -5.1761 -4.7534 1.6477 -0.04 0.00 -0.03 0.001
C -4.0171 -4.0313 1.8482 -0.05 0.01 -0.06 0.008
H -0.3436 -1.7403 4.4311 0.02 0.11 -0.02 0.001
H 1.4306 -2.2732 6.0260 0.11 0.11 -0.03 0.000
H 1.9296 -4.6381 6.6228 0.03 0.00 0.02 0.000
H 0.5480 -6.4375 5.6029 0.00 -0.03 0.00 0.000
H -1.2501 -5.8988 4.0545 0.01 -0.01 0.01 0.000
H -3.1593 -5.2553 4.8727 -0.02 -0.01 0.03 0.000
H -5.1793 -6.5414 4.4993 -0.01 -0.03 0.03 0.000
H -6.5168 -6.2580 2.4195 -0.04 -0.02 0.00 0.001
H -5.7600 -4.5828 0.7474 -0.02 -0.01 -0.02 0.000
H -3.7175 -3.2781 1.1358 -0.01 0.06 -0.01 0.002
C 5.1749 -2.7655 1.1397 2.58 0.71 1.92 0.000
C 4.8612 -2.9494 2.6172 0.00 0.11 0.11 0.000
C 3.3696 -3.1536 2.8733 0.32 0.55 1.36 0.000
N 2.5825 -1.9767 2.5291 1.55 1.79 3.50 0.001
C 2.4723 -0.8616 3.2723 0.28 -1.17 -0.07 0.005
S 1.1487 0.1551 2.7199 0.24 -0.20 0.29 0.019
N 3.2048 -0.6520 4.3571 -0.14 0.13 -0.13 0.001
C 2.8222 0.3206 5.4491 -0.12 -0.24 0.05 0.000
O 2.3586 -0.2389 6.4432 0.02 0.08 -0.06 0.000
C 3.0603 1.6539 5.1671 -0.03 0.10 0.20 0.000
C 2.4275 2.5991 6.0408 0.03 -0.06 -0.04 0.000
C 2.6683 3.9255 5.9929 -0.02 0.02 -0.01 0.000
C 3.6967 4.3934 5.0863 -0.03 0.07 0.03 0.000
C 4.3162 3.5775 4.2292 -0.01 -0.04 -0.04 0.000
C 3.9538 2.1204 4.0373 0.16 -0.03 -0.08 0.000
H 6.2381 -2.5876 0.9827 0.38 0.16 0.24 0.000
H 4.6314 -1.9157 0.7261 0.60 -0.03 0.68 0.000
H 4.8891 -3.6482 0.5659 2.66 1.59 1.98 0.000
H 5.2149 -2.0803 3.1752 0.08 0.02 0.08 0.000
H 5.3902 -3.8175 3.0179 0.03 -0.04 0.01 0.000
H 3.1589 -3.4397 3.9096 0.08 0.10 0.10 0.000
H 2.9871 -3.9589 2.2442 0.68 0.71 1.80 0.000
H 1.9220 -2.0585 1.7706 0.45 0.43 1.19 0.000
H 3.6443 -1.4744 4.7532 0.10 -0.10 -0.13 0.000
H 1.7176 2.1909 6.7491 -0.03 -0.03 0.04 0.000
H 2.1557 4.6177 6.6453 -0.02 0.03 0.02 0.000
H 4.0013 5.4341 5.1292 0.01 0.02 0.00 0.000
H 5.1107 3.9739 3.6103 0.04 0.01 -0.04 0.000
H 4.8855 1.5369 4.0471 0.02 0.06 -0.01 0.000